{"formula": "C18H29N4O4", "method": "ωB97M-V/def2-TZVPD", "mol_weight_g_mol": 365.45, "smiles": "CC(C)CC[C@@]1(O)C[N@@H+](CCC(=O)Nc2ccccc2)C[C@@H](ON=O)N1", "total_charge": 1, "elements": ["C", "C", "C", "C", "C", "C", "O", "C", "N", "C", "C", "C", "O", "N", "C", "C", "C", "C", "C", "C", "C", "C", "O", "N", "O", "N", "H", "H", "H", "H", "H", "H", "H", "H", "H", "H", "H", "H", "H", "H", "H", "H", "H", "H", "H", "H", "H", "H", "H", "H", "H", "H", "H", "H", "H"], "xyz": [[3.084, -3.814, -0.427], [3.573, -2.472, 0.163], [4.882, -2.650, 0.927], [3.720, -1.401, -0.925], [2.354, -0.885, -1.415], [2.125, 0.613, -1.174], [3.006, 1.388, -1.992], [0.664, 0.890, -1.535], [0.178, 2.196, -0.987], [-1.190, 2.642, -1.465], [-2.117, 1.507, -1.859], [-2.533, 0.637, -0.686], [-2.193, -0.514, -0.605], [-3.372, 1.309, 0.264], [-4.377, 0.456, 0.849], [-4.404, 0.237, 2.218], [-5.386, -0.575, 2.772], [-6.327, -1.186, 1.955], [-6.301, -0.960, 0.584], [-5.335, -0.132, 0.032], [0.321, 2.144, 0.505], [1.800, 2.067, 0.822], [1.903, 2.057, 2.237], [1.755, 0.727, 2.847], [1.424, 0.855, 3.939], [2.418, 0.899, 0.224], [3.276, -3.857, -1.501], [2.007, -3.942, -0.303], [3.576, -4.659, 0.051], [2.818, -2.154, 0.890], [5.700, -2.942, 0.266], [4.781, -3.400, 1.710], [5.162, -1.716, 1.421], [4.232, -1.870, -1.765], [4.344, -0.599, -0.532], [2.187, -1.122, -2.468], [1.575, -1.413, -0.858], [2.607, 1.574, -2.848], [0.047, 0.103, -1.106], [0.512, 0.864, -2.612], [0.845, 2.904, -1.305], [-1.048, 3.325, -2.299], [-1.650, 3.213, -0.658], [-3.021, 1.982, -2.247], [-1.732, 0.884, -2.663], [-2.788, 1.633, 1.031], [-3.676, 0.699, 2.874], [-5.420, -0.740, 3.840], [-7.091, -1.830, 2.366], [-7.029, -1.428, -0.064], [-5.312, 0.066, -1.032], [-0.209, 1.256, 0.849], [-0.093, 3.061, 0.915], [2.306, 2.994, 0.524], [3.417, 1.076, 0.260]]}

{"formula": "C5H10O", "method": "ωB97M-V/def2-TZVPD", "mol_weight_g_mol": 86.13, "smiles": "C[C@H]1C[C@H]1C=O.[H][H]", "elements": ["C", "C", "C", "C", "C", "O", "H", "H", "H", "H", "H", "H", "H", "H", "H", "H"], "xyz": [[1.198, 1.026, -0.664], [0.750, -0.409, -0.848], [0.516, -1.274, 0.353], [-0.645, -0.886, -0.546], [-1.754, -0.011, -0.075], [-1.760, 1.200, -0.069], [0.834, 1.675, -1.466], [0.847, 1.447, 0.281], [2.293, 1.059, -0.663], [1.201, -0.905, -1.706], [0.824, -2.316, 0.337], [0.589, -0.795, 1.326], [-1.023, -1.713, -1.146], [-2.646, -0.566, 0.285], [-0.415, 1.082, 2.577], [-0.810, 1.386, 2.025]]}

no.,strongest force on any atom (eV Å⁻¹),energy (a.u.)
1,0.74,-1222.928227
2,0.54,-271.671843